{
  "formula": "CH5N2O",
  "method": "ωB97M-V with the def2-TZVPD basis set",
  "species": ["C", "N", "N", "O", "H", "H", "H", "H", "H"],
  "coordinates": [[-0.019, -0.496, -1.275], [0.672, 0.469, 0.690], [0.687, -0.627, -0.018], [-0.646, 0.817, 2.269], [-0.445, -1.470, -1.542], [-0.813, 0.258, -1.254], [0.697, -0.218, -2.062], [-1.405, 0.947, 1.693], [1.273, 0.321, 1.500]],
  "forces_ev_per_a": [[0.0, 0.1, -0.1], [0.7, -1.6, -2.6], [0.2, 1.7, 2.2], [-0.3, -0.3, 0.6], [0.0, 0.1, 0.0], [0.0, 0.0, 0.1], [-0.1, 0.0, 0.0], [0.0, 0.1, 0.0], [-0.4, -0.1, 0.0]],
  "e_above_lowest_kj_mol": 302.3,
  "charge": -1,
  "homo_energy_ev": [-2.257, -2.255],
  "fmax_ev_per_a": 3.161,
  "homo_lumo_gap_ev": [6.9, 6.9],
  "energy_ha": -225.757197
}